No. 1
Computed, not measured: a 3-piece molecular cluster, C4H16N2O2 overall, with ωB97M-V with the def2-TZVPD basis set.

Output
Orbital gap (eV): 9.567
Relative energy (zero: lowest compared OMol25 entry of this formula, charge and spin) (kcal per mole): 16.30

Last column: Mulliken charge in e.
CARTESIAN COORDINATES (ANGSTROEM)
C (1.526, 2.195, 0.627)  -1.13
C (1.655, 0.736, 0.196)  -0.63
C (0.328, 0.173, -0.366)  0.00
N (-0.175, 1.009, -1.470)  -0.59
C (-0.710, 0.044, 0.754)  -0.83
N (-2.061, -0.329, 0.249)  -0.54
H (0.479, 2.453, 0.782)  0.31
H (2.071, 2.430, 1.536)  0.28
H (1.730, 2.869, -0.200)  0.31
H (1.969, 0.059, 0.995)  0.42
H (2.403, 0.602, -0.591)  0.37
H (0.479, -0.842, -0.750)  0.40
H (0.585, 1.457, -1.961)  0.27
H (-0.849, 1.695, -1.164)  0.23
H (-0.301, -0.805, 1.309)  0.23
H (-0.904, 0.900, 1.396)  0.43
H (-2.571, 0.537, 0.120)  0.29
H (-1.946, -0.719, -0.682)  0.23
O (1.511, -2.302, -1.485)  -0.60
H (1.952, -3.153, -1.368)  0.27
H (2.060, -1.838, -2.128)  0.29
O (-3.368, -2.622, 1.233)  -0.68
H (-2.603, -2.903, 1.745)  0.29
H (-3.260, -1.647, 1.221)  0.38

---

No. 2
Computed, not measured: a 2-piece molecular cluster, C3H5F2N2 overall, with ωB97M-V with the def2-TZVPD basis set.

Output
Charge: +1
Orbital gap (alpha / beta) (eV): 10.490 / 5.507
Relative energy (zero: lowest compared OMol25 entry of this formula, charge and spin) (kcal per mole): 107.11

Last column: Mulliken charge in e.
CARTESIAN COORDINATES (ANGSTROEM)
C (-1.257, -1.799, 0.815)  -0.19
C (-1.322, 0.150, -0.703)  0.31
C (2.528, 0.166, 0.273)  0.06
N (-1.268, -0.725, 0.090)  0.01
N (-1.232, 1.422, -0.874)  -0.30
F (2.065, 1.372, 0.540)  -0.18
F (1.662, -0.196, -0.694)  -0.19
H (-2.209, -2.066, 1.200)  0.31
H (-0.248, -2.227, 0.992)  0.30
H (3.595, 0.040, 0.279)  0.32
H (-1.097, 1.832, -1.829)  0.29
H (-1.217, 2.030, -0.087)  0.26

---

No. 3
Computed, not measured: C34H40Br2FeNO4P as an isolated structure, with ωB97M-V with the def2-TZVPD basis set.

Output
Charge: +1
Orbital gap (alpha / beta) (eV): 4.840 / 5.062
Multiplicity: 2

Last column: Mulliken charge in e.
CARTESIAN COORDINATES (ANGSTROEM)
Fe (-0.499, 2.178, 1.551)  0.39
C (-2.958, -5.184, 2.406)  -1.67
C (-1.560, -4.939, 1.816)  1.96
C (-0.492, -5.241, 2.880)  -1.62
C (-1.354, -5.888, 0.635)  -2.04
C (-1.447, -3.479, 1.411)  -0.63
C (-1.610, -2.479, 2.393)  0.09
C (-1.480, -1.176, 2.045)  -0.31
Br (-1.726, 0.168, 3.334)  -0.18
C (-1.178, -0.730, 0.706)  0.78
O (-1.013, 0.502, 0.467)  -0.03
C (-1.082, -1.753, -0.311)  -0.66
C (-1.199, -3.070, 0.098)  -0.39
C (-0.804, -1.510, -1.800)  2.85
C (-0.828, -0.042, -2.234)  -2.55
C (-1.866, -2.242, -2.641)  -1.86
C (0.587, -2.083, -2.122)  -1.60
H (-3.057, -6.233, 2.688)  0.46
H (-3.738, -4.953, 1.678)  0.36
H (-3.138, -4.584, 3.300)  0.32
H (-0.570, -6.284, 3.190)  0.44
H (-0.614, -4.621, 3.770)  0.32
H (0.512, -5.078, 2.484)  0.33
H (-1.434, -6.917, 0.985)  0.44
H (-0.365, -5.771, 0.186)  0.39
H (-2.110, -5.746, -0.140)  0.39
H (-1.836, -2.744, 3.417)  0.47
H (-1.085, -3.837, -0.652)  0.33
H (-1.779, 0.435, -1.990)  0.49
H (-0.696, -0.005, -3.318)  0.64
H (-0.018, 0.525, -1.780)  -0.12
H (-2.866, -1.862, -2.423)  0.43
H (-1.868, -3.319, -2.484)  0.29
H (-1.662, -2.069, -3.699)  0.49
H (1.356, -1.611, -1.505)  0.13
H (0.832, -1.888, -3.168)  0.50
H (0.628, -3.160, -1.956)  0.37
C (-2.352, 3.858, -3.221)  -1.19
C (-2.567, 3.857, -1.734)  0.01
C (-3.568, 4.598, -1.115)  -0.54
C (-3.718, 4.559, 0.260)  -0.68
C (-2.847, 3.772, 0.986)  0.02
Br (-2.998, 3.657, 2.862)  -0.07
N (-1.881, 3.057, 0.418)  0.69
C (-1.750, 3.101, -0.911)  0.19
H (-3.162, 4.374, -3.733)  0.42
H (-2.296, 2.841, -3.609)  0.28
H (-1.420, 4.363, -3.480)  0.22
H (-4.237, 5.208, -1.710)  0.45
H (-4.489, 5.121, 0.765)  0.46
H (-0.955, 2.490, -1.319)  0.45
O (1.956, 4.551, 2.980)  -0.62
C (1.398, 4.179, 1.968)  0.00
O (0.108, 3.958, 1.876)  -0.52
C (2.162, 3.835, 0.697)  -0.55
P (1.688, 2.118, 0.265)  1.98
C (2.094, 1.957, -1.499)  0.53
C (1.545, 2.871, -2.402)  -0.21
C (1.751, 2.725, -3.764)  -0.98
C (2.504, 1.660, -4.243)  -0.61
C (3.056, 0.753, -3.353)  -0.62
C (2.854, 0.897, -1.986)  -0.31
C (2.824, 1.001, 1.131)  0.27
C (4.042, 1.395, 1.673)  -0.86
C (4.836, 0.475, 2.346)  -0.77
C (4.426, -0.845, 2.469)  -0.62
C (3.214, -1.248, 1.924)  -1.11
C (2.414, -0.326, 1.266)  -0.18
H (3.231, 3.992, 0.807)  0.66
H (1.793, 4.480, -0.102)  0.40
H (0.954, 3.707, -2.043)  0.33
H (1.329, 3.446, -4.453)  0.45
H (2.668, 1.546, -5.306)  0.41
H (3.655, -0.071, -3.719)  0.47
H (3.301, 0.187, -1.301)  0.39
H (4.380, 2.420, 1.591)  0.33
H (5.778, 0.793, 2.772)  0.43
H (5.051, -1.558, 2.991)  0.42
H (2.889, -2.277, 2.016)  0.58
H (1.461, -0.641, 0.854)  0.54
O (0.814, 1.896, 3.284)  -0.40
H (1.130, 2.747, 3.640)  0.15
H (0.951, 1.206, 3.940)  0.29